1.
Molecular formula: C4H8FN3
Method: DFT, ωB97M-V/def2-TZVPD

Properties
net charge	0
relative energy (zero: lowest compared OMol25 entry of this formula, charge and spin)	4.914	eV
LUMO (spin up / spin down)	0.2 / 0.2	eV
highest occupied orbital energy (spin up / spin down)	-8.5 / -8.5	eV
HOMO-LUMO gap (spin up / spin down)	8.76 / 8.76	eV

```
16
Properties=species:S:1:pos:R:3:forces:R:3
C -0.8925 -0.2421 0.7521 2.0274 1.8585 -0.2518
C 0.9004 2.7474 -1.2442 0.3225 0.7109 -0.0685
C 2.2512 1.7243 0.4979 -0.3445 1.4686 0.9809
C -1.9486 -3.4478 -0.1477 -0.1999 0.5064 -1.0658
N -1.4485 -1.2952 0.7448 -1.3471 -2.8024 -1.0081
N 1.0275 2.0594 -0.2003 -0.1325 -0.6001 -0.6931
N -1.5425 -2.5059 0.8473 0.8890 -1.0016 2.3950
F -1.3471 0.8912 1.1773 -0.7891 0.7550 0.2393
H -0.1251 2.8606 -1.6438 0.5659 0.0269 0.0961
H 1.7101 3.3333 -1.7699 -0.4545 -0.6968 0.4538
H 2.4372 0.6545 0.4190 -0.1347 0.0276 0.1072
H 3.1796 2.2900 0.2450 -0.5897 -0.2232 -0.2008
H 1.9578 1.9988 1.5517 0.8244 -0.6493 -0.7340
H -1.0853 -3.7766 -0.7758 -0.4714 0.3770 0.4423
H -2.3914 -4.3483 0.3033 0.2499 0.5421 0.1049
H -2.6827 -2.9437 -0.7568 -0.4156 -0.2998 -0.7972
```
Positions in Å, forces in eV/Å.

Atomic partial charges in e from the Löwdin method, atoms 1 to 6:
1 C -0.16
2 C -0.09
3 C -0.15
4 C -0.11
5 N 0.00
6 N -0.12


2.
Molecular formula: C4H8FN3
Method: DFT, ωB97M-V/def2-TZVPD

Properties
net charge	0
SMILES	[H]/N=C\NN1C[C@H]1CF
relative energy (zero: lowest compared OMol25 entry of this formula, charge and spin)	3.690	eV
LUMO	0.8	eV
highest occupied orbital energy	-8.5	eV
HOMO-LUMO gap	9.24	eV

```
16
Properties=species:S:1:pos:R:3:forces:R:3
H -2.9096 -1.5830 0.1461 -0.3104 3.1539 -0.5215
N -3.1814 -0.5033 0.0148 0.5278 -1.9822 0.5861
C -2.2000 0.3092 -0.0680 -0.7852 1.0430 -0.0453
N -0.8721 -0.0351 -0.1258 2.8299 -3.6316 1.1329
N 0.0769 0.9565 -0.2344 0.6655 2.1391 0.3543
C 1.1732 1.3116 0.7944 -1.5018 -0.7078 -0.6794
C 1.4128 0.6713 -0.6209 0.5067 -0.3527 0.4341
C 1.7716 -0.8287 -0.6174 -0.4565 0.3858 0.3976
F 1.3687 -1.3788 0.7070 0.9898 0.2302 -2.1912
H -2.4144 1.5018 -0.1278 0.7107 -3.0210 0.0047
H -0.3788 -1.1048 0.1635 -2.7478 3.9490 -0.7417
H 1.2275 2.4336 1.0355 0.1067 -2.0018 -0.6382
H 1.1897 0.5714 1.6573 0.3618 1.2685 -1.2143
H 1.8706 1.1762 -1.5505 -0.7702 -0.4515 1.6038
H 2.8715 -0.9643 -0.7955 -1.1689 -0.2896 0.4335
H 1.1158 -1.3294 -1.4020 1.0420 0.2689 1.0846
```
Positions in Å, forces in eV/Å.

Atomic partial charges in e from the Löwdin method, atoms 1 to 6:
1 H 0.08
2 N 0.01
3 C -0.37
4 N -0.06
5 N -0.15
6 C -0.02


3.
Molecular formula: C4H8FNO
Method: DFT, ωB97M-V/def2-TZVPD

Properties
net charge	0
relative energy (zero: lowest compared OMol25 entry of this formula, charge and spin)	6.594	eV
LUMO	0.4	eV
highest occupied orbital energy	-9.6	eV
HOMO-LUMO gap	10.05	eV

```
15
Properties=species:S:1:pos:R:3:forces:R:3
C -0.3170 -2.2850 0.0922 1.2637 0.8944 -0.4257
C -1.0763 -0.8053 0.1050 4.4809 -1.5447 -2.6731
C 0.0961 0.2568 -0.0303 -0.3576 4.6327 0.5295
C -0.2040 1.8241 -0.3728 -2.5279 -0.1275 5.6722
H -0.8689 -3.1543 -0.7017 1.7478 2.7524 2.8235
H 0.8880 -1.8932 -0.3757 -3.7973 -2.0647 1.5415
H -0.2112 -2.5893 1.2666 -0.1208 0.1703 -3.2781
H -1.6560 -0.5702 0.9389 -0.9213 0.1886 1.3693
H -1.6449 -0.7320 -0.8231 -0.1674 0.2548 0.2409
H 0.3047 2.6290 0.3615 -1.5850 -2.3136 -1.1356
H 0.1464 2.0637 -1.2316 3.2863 1.0123 -5.6717
H 2.6911 1.2798 1.0836 -2.5940 1.5388 -5.1283
N 1.3594 0.2436 0.2528 -1.6839 -2.3774 -0.3815
O 2.0248 1.4841 0.0426 3.3695 -2.0787 5.6275
F -1.5322 2.2484 -0.6079 -0.3931 -0.9379 0.8897
```
Positions in Å, forces in eV/Å.

Atomic partial charges in e from the Löwdin method, atoms 1 to 6:
1 C -0.14
2 C -0.17
3 C -0.20
4 C -0.12
5 H 0.12
6 H 0.13


4.
Molecular formula: C4H8FNO
Method: DFT, ωB97M-V/def2-TZVPD

Properties
net charge	0
relative energy (zero: lowest compared OMol25 entry of this formula, charge and spin)	1.504	eV
<S²>	2.02
2S+1	3
LUMO (spin up / spin down)	0.9 / -3.6	eV
highest occupied orbital energy (spin up / spin down)	-7.1 / -9.3	eV
HOMO-LUMO gap (spin up / spin down)	8.01 / 5.75	eV

```
15
Properties=species:S:1:pos:R:3:forces:R:3
C -0.8614 0.6900 0.6613 3.2477 -1.9220 -2.6807
C -1.9900 0.5376 -0.2682 -0.9381 2.7600 -0.5250
C 1.6598 0.1947 1.1752 -4.5155 -1.4809 0.7752
C 0.4804 0.1924 0.2767 -1.5450 1.7415 1.5973
N 0.6256 -0.2068 -0.9538 1.1447 -2.0142 -3.3536
O -0.9401 1.1142 1.7773 -0.9434 1.8221 3.3943
F -1.0132 -1.5485 1.0399 0.0351 -0.1341 0.2004
H -2.7938 0.4153 0.3797 -1.7445 -0.2648 1.0004
H -2.3118 1.3218 -0.9948 0.8700 0.1157 0.8041
H -1.9438 -0.3098 -0.8281 0.4386 -2.6303 -1.3257
H 1.2628 0.4195 2.1229 -0.1144 0.2816 1.4568
H 2.1255 -0.7217 1.2322 0.6086 -2.6674 0.0714
H 2.4161 0.7850 0.9767 3.3868 3.7518 -1.5009
H 1.2792 -1.0038 -1.0173 -0.4612 0.7325 -0.4797
H -0.1797 -0.2788 -1.5795 0.5306 -0.0915 0.5657
```
Positions in Å, forces in eV/Å.

Atomic partial charges in e from the Löwdin method, atoms 1 to 6:
1 C -0.45
2 C -0.02
3 C 0.01
4 C -0.32
5 N 0.13
6 O 0.18


5.
Molecular formula: C4H8FP
Method: DFT, ωB97M-V/def2-TZVPD

Properties
net charge	0
relative energy (zero: lowest compared OMol25 entry of this formula, charge and spin)	1.432	eV
LUMO	0.9	eV
highest occupied orbital energy	-10.2	eV
HOMO-LUMO gap	11.09	eV

```
14
Properties=species:S:1:pos:R:3:forces:R:3
C -0.1158 1.3885 -0.1847 0.3643 -0.0860 -2.1013
C -1.0919 0.5225 0.6338 0.8234 -1.0635 -3.1488
C 0.3927 0.0283 -0.9376 -1.6056 2.8815 -1.8084
C -0.2069 -0.6589 0.1842 -2.9230 -3.8097 0.0691
F -1.0999 -1.9747 -0.4576 1.3258 2.4591 1.2869
P 0.9447 -1.6688 1.2519 -1.2437 0.2377 -0.6670
H -0.3852 2.2211 -0.9042 -0.3377 -1.0980 1.0185
H 0.6165 1.7857 0.4542 1.2185 0.4757 0.8191
H -1.1534 0.6798 1.6415 -0.2432 0.4986 2.5745
H -2.0577 0.4687 0.1664 -0.4850 -0.1951 -0.0760
H -0.2747 -0.0098 -1.8708 1.0668 -0.3262 1.3194
H 1.4364 -0.0976 -1.1780 0.1954 -0.1380 -0.0459
H 1.6556 -0.4691 1.2100 1.2000 0.0766 0.1777
H 1.3394 -2.2155 -0.0091 0.6439 0.0874 0.5822
```
Positions in Å, forces in eV/Å.

Atomic partial charges in e from the Löwdin method, atoms 1 to 6:
1 C -0.14
2 C -0.12
3 C -0.18
4 C -0.62
5 F -0.28
6 P 0.89


6.
Molecular formula: C4H8FP
Method: DFT, ωB97M-V/def2-TZVPD

Properties
net charge	0
relative energy (zero: lowest compared OMol25 entry of this formula, charge and spin)	3.439	eV
LUMO (spin up / spin down)	0.7 / -0.6	eV
highest occupied orbital energy (spin up / spin down)	-8.0 / -7.3	eV
HOMO-LUMO gap (spin up / spin down)	8.71 / 6.71	eV

```
14
Properties=species:S:1:pos:R:3:forces:R:3
C 0.0178 -0.3471 0.5343 5.1469 2.1518 -1.4669
C -2.1706 0.6853 0.0005 1.7079 -1.4651 1.0206
C 3.1254 -0.5357 0.1676 1.9840 1.7531 0.4235
C -1.2460 0.1226 1.0868 0.5211 0.3647 -3.2507
F 0.1613 -1.5925 0.0997 -0.6887 -0.8152 0.2411
P 1.9249 0.7715 -0.1105 -3.8230 -0.3359 0.8533
H -1.7381 1.4537 -0.5363 0.8784 2.2289 -0.4600
H -3.0672 0.8831 0.4381 -2.6656 1.0476 0.9229
H -2.2922 -0.0061 -0.7438 -0.7153 -2.2355 -1.7677
H 4.1486 -0.0749 0.4098 -1.4625 -0.2068 -0.2752
H 2.7623 -0.9053 1.0825 -0.0592 -1.5056 0.9900
H 3.3491 -1.1977 -0.6233 -0.3168 -1.1792 -0.7023
H -1.6729 -0.6200 1.6502 -1.3160 -1.9595 1.3358
H -1.0424 0.9240 1.6773 0.8088 2.1567 2.1355
```
Positions in Å, forces in eV/Å.

Atomic partial charges in e from the Löwdin method, atoms 1 to 6:
1 C -0.33
2 C -0.06
3 C -0.51
4 C -0.25
5 F -0.02
6 P 0.81


7.
Molecular formula: C4H8IN2S
Method: DFT, ωB97M-V/def2-TZVPD

Properties
net charge	+1
relative energy (zero: lowest compared OMol25 entry of this formula, charge and spin)	2.575	eV
LUMO (spin up / spin down)	-4.8 / -4.6	eV
highest occupied orbital energy (spin up / spin down)	-11.5 / -11.6	eV
HOMO-LUMO gap (spin up / spin down)	6.75 / 7.00	eV

```
16
Properties=species:S:1:pos:R:3:forces:R:3
C 1.1786 0.4587 0.3709 3.1578 -0.8922 1.1450
C -0.9304 0.1806 -0.8079 -1.5518 -0.0038 0.5114
C 1.8005 -2.2970 -0.2975 -1.2984 1.0108 0.1962
C -2.3683 0.4446 -0.5901 -0.7125 0.3774 -0.8469
N -0.1629 0.3723 0.2488 1.3672 0.7441 -0.4996
N 1.6649 1.3517 1.3276 -3.7197 0.3046 -0.2818
S 2.4260 -0.6931 -0.2011 -1.6212 0.8707 0.2539
I -0.2464 -2.8864 -0.0919 1.7436 -0.0239 -0.1518
H -0.5636 -0.1841 -1.7062 1.0657 -0.4617 -1.3879
H 2.4859 -2.7602 -0.9772 -0.1715 -1.0249 -0.3614
H -2.8812 1.1284 -1.3462 0.9699 -1.0802 0.6152
H -2.3233 1.0207 0.3175 -1.1003 0.0428 0.6982
H -2.9656 -0.4940 -0.5116 0.3190 0.7429 0.1414
H -0.6311 0.7517 1.0445 -0.6103 0.3353 0.6511
H 0.9120 1.9822 1.7017 1.6269 -0.5273 -0.5296
H 2.6048 1.6239 1.5187 0.5356 -0.4148 -0.1534
```
Positions in Å, forces in eV/Å.

Atomic partial charges in e from the Löwdin method, atoms 1 to 6:
1 C -0.57
2 C -0.19
3 C -0.92
4 C -0.04
5 N 0.00
6 N 0.09


8.
Molecular formula: C4H8IN2S
Method: DFT, ωB97M-V/def2-TZVPD

Properties
net charge	+1
relative energy (zero: lowest compared OMol25 entry of this formula, charge and spin)	4.269	eV
LUMO	-5.2	eV
highest occupied orbital energy	-12.9	eV
HOMO-LUMO gap	7.72	eV

```
16
Properties=species:S:1:pos:R:3:forces:R:3
C -0.6926 0.0592 -1.3001 3.8786 1.3469 -1.8237
C -1.4323 -0.9146 1.1320 0.8895 -4.0493 -3.3188
C 0.7655 -0.2714 1.5121 1.7722 0.2197 -0.1129
C 1.6126 0.4243 -1.9102 -2.3446 -2.5736 -1.2561
N 0.5423 0.0542 -0.9391 -0.9006 -0.4026 1.6955
N -0.6428 0.0656 1.8162 -2.3602 1.8713 1.0368
S -2.0962 -0.3719 -0.4743 -0.9159 -0.0647 0.9044
I 2.0315 1.2593 2.0688 -0.2540 0.0596 -0.1101
H -0.6986 0.4990 -2.3162 -1.6545 -0.5137 0.1454
H -0.5877 -1.7460 0.9040 -2.3208 1.3945 0.5380
H -2.3018 -1.3409 1.6349 0.3160 0.3066 0.4244
H 2.3330 -0.4121 -1.9105 -0.2112 0.5443 -0.0289
H 1.1146 0.4714 -2.9500 0.9954 0.1466 1.3796
H 2.0643 1.3243 -1.6546 0.8011 1.5885 0.5032
H -1.0961 0.9880 1.5731 1.1330 -0.2368 0.3190
H -0.9158 -0.0883 2.8137 1.1759 0.3629 -0.2959
```
Positions in Å, forces in eV/Å.

Atomic partial charges in e from the Löwdin method, atoms 1 to 6:
1 C -0.54
2 C -0.47
3 C -0.53
4 C -0.06
5 N -0.09
6 N -0.20


9.
Molecular formula: C4H8INO2
Method: DFT, ωB97M-V/def2-TZVPD

Properties
net charge	0
relative energy (zero: lowest compared OMol25 entry of this formula, charge and spin)	4.246	eV
<S²>	2.02
2S+1	3
LUMO (spin up / spin down)	0.4 / -2.7	eV
highest occupied orbital energy (spin up / spin down)	-7.7 / -8.9	eV
HOMO-LUMO gap (spin up / spin down)	8.13 / 6.25	eV

```
16
Properties=species:S:1:pos:R:3:forces:R:3
C 0.9997 0.2827 -0.4611 0.6966 2.2728 -0.6356
C 0.5957 0.4734 0.9896 -0.3668 1.9390 0.1032
C -1.3645 -1.9699 0.3853 1.2368 -1.3223 0.0206
C -0.8632 0.7589 1.0707 3.9739 0.2340 -0.3497
N -1.5562 0.3054 2.0878 -1.7485 -1.5309 4.3320
O -0.9630 -0.3447 3.0802 -1.4665 3.0175 -2.6972
O -2.8103 0.4583 2.0712 1.1298 -0.1568 -0.1449
I -0.9188 -2.8773 2.1735 -0.1879 -1.1472 -0.8023
H 1.9972 -0.0570 -0.5877 1.0575 -0.3985 0.3181
H 0.9929 1.2332 -1.0755 -0.2319 -0.6788 0.9068
H 0.4154 -0.3834 -1.0074 -1.2741 -1.2668 -0.6255
H 1.1212 1.4736 1.3631 -0.7714 -2.2505 -0.1815
H 0.6888 -0.3952 1.6181 1.1127 -0.0732 0.3576
H -0.6909 -2.2397 -0.4227 0.0307 0.1426 0.2116
H -2.3697 -1.8314 0.1108 -1.2071 0.2683 0.0601
H -1.1548 1.3823 0.2959 -1.9838 0.9508 -0.8733
```
Positions in Å, forces in eV/Å.

Atomic partial charges in e from the Löwdin method, atoms 1 to 6:
1 C -0.11
2 C -0.20
3 C -0.55
4 C -0.04
5 N -0.39
6 O -0.23


10.
Molecular formula: C4H8IO2P
Method: DFT, ωB97M-V/def2-TZVPD

Properties
net charge	0
relative energy (zero: lowest compared OMol25 entry of this formula, charge and spin)	3.232	eV
LUMO (spin up / spin down)	-2.9 / -1.4	eV
highest occupied orbital energy (spin up / spin down)	-8.1 / -9.5	eV
HOMO-LUMO gap (spin up / spin down)	5.21 / 8.17	eV

```
16
Properties=species:S:1:pos:R:3:forces:R:3
C -1.7831 -1.7409 1.1921 -1.7017 -1.0253 0.9084
C -0.9843 -2.5354 2.1929 1.2810 -3.3015 -2.9760
C 0.5597 1.0663 -0.3276 -2.7939 0.2885 -0.5619
C -0.5567 0.6868 -1.4069 2.9550 1.0802 -1.7348
O -2.9924 -1.8488 1.1172 1.0825 0.2752 -0.2092
O -1.0946 -0.8860 0.4096 -0.0328 -0.4791 0.1892
P -1.9689 -0.2271 -0.8505 0.2156 0.5004 -0.2836
I 2.1003 -0.7730 -2.9274 -0.2837 0.0412 0.0464
H -0.6385 -1.9521 2.9512 0.8194 1.8757 2.2409
H 0.0125 -2.9699 1.6993 -2.2059 0.9064 0.8436
H -1.5664 -3.4021 2.6139 0.4201 1.1199 -0.6336
H 1.1111 0.2149 -0.0004 -0.1874 -0.5620 0.7299
H 1.2736 1.8049 -0.5621 0.6979 0.8300 -1.3266
H -0.1144 1.5909 0.3452 0.5898 -0.3905 1.2922
H 0.0514 -0.0979 -2.1125 -0.5054 0.4909 0.2833
H -0.6892 1.5818 -2.1320 -0.3506 -1.6501 1.1917
```
Positions in Å, forces in eV/Å.

Atomic partial charges in e from the Löwdin method, atoms 1 to 6:
1 C -0.61
2 C 0.01
3 C -0.19
4 C -0.56
5 O 0.04
6 O -0.31